A structure of composition C20H32N2O6Rb. Source: the OMol25 dataset; level of theory: ωB97M-V/def2-TZVPD.

Output
- gap between HOMO and LUMO (eV) = 7.416
- energy relative to the best compared isomer or geometry (same formula, charge and spin) (kcal/mol) = 1.2
- LUMO (eV) = 2.321

```
! wB97M-V def2-TZVPD RIJCOSX def2/J DEFGRID3
* xyz -1 1
Rb 0.081 -0.594 0.379
O -1.839 -2.489 1.507
O -2.767 -0.524 0.960
O -0.482 0.703 -2.126
O -0.622 -0.819 -3.758
O 2.926 -0.782 -0.524
O 0.254 -3.260 -2.792
N 2.113 -0.528 -2.619
N -2.220 -2.064 -1.607
C 2.889 0.855 3.073
C -1.894 2.812 0.462
C -2.408 -0.719 -2.162
C 3.469 -2.472 -2.142
C 0.398 1.366 3.121
C -3.124 -2.379 -0.492
C -1.070 -0.221 -2.747
C 0.669 3.412 -0.668
C 0.617 2.705 0.664
C -2.565 -1.756 0.798
C 3.145 2.449 0.733
C -2.173 -3.121 -2.612
C -0.927 -3.982 -2.483
C 0.233 0.662 4.449
C 2.815 -1.192 -1.682
C -0.748 1.885 2.498
C -0.644 2.474 1.238
C 1.765 2.234 1.309
C -2.101 1.743 3.149
C 1.645 1.498 2.502
H 4.014 -2.916 -1.314
H 1.166 0.266 4.837
H -2.221 3.844 0.631
H 1.462 0.205 -2.337
H -2.023 1.690 4.233
H -3.062 -3.764 -2.543
H 3.879 2.606 1.524
H -3.184 -0.711 -2.944
H -2.595 0.838 2.783
H 3.187 3.318 0.083
H -1.726 2.680 -0.606
H -3.136 -3.461 -0.369
H -2.171 -2.671 -3.607
H -2.706 2.141 0.737
H -0.479 -0.162 4.370
H 3.541 0.505 2.273
H 1.805 -1.017 -3.445
H 0.350 2.737 -1.467
H -2.713 -0.066 -1.346
H 1.662 3.775 -0.915
H -0.022 -2.412 -3.199
H -4.148 -2.025 -0.693
H 4.156 -2.266 -2.965
H -0.157 1.352 5.201
H -0.846 -4.358 -1.457
H 2.661 -0.010 3.689
H 3.469 1.552 3.687
H -1.019 -4.847 -3.154
H -2.738 2.593 2.907
H -0.006 4.269 -0.678
H 2.698 -3.159 -2.496
H 3.466 1.581 0.152
*
```

Results of the Löwdin charge analysis, in e, for atoms 1 through 8:
1 Rb 1.040
2 O -0.113
3 O -0.120
4 O -0.134
5 O -0.057
6 O -0.066
7 O -0.096
8 N 0.188

=====

A structure of composition C20H32N3OPSSiSn. Source: the OMol25 dataset; level of theory: ωB97M-V/def2-TZVPD.

Output
- gap between HOMO and LUMO (eV) = 5.719
- LUMO (eV) = 0.092

```
! wB97M-V def2-TZVPD RIJCOSX def2/J DEFGRID3
* xyz 0 1
Sn -0.116 0.003 -0.264
S 1.002 -1.787 4.340
P -1.016 0.421 -2.756
Si 2.381 0.116 -1.001
O -1.288 1.546 0.344
N 1.085 -2.810 1.822
N 0.781 -0.491 2.086
N -0.897 -1.938 -0.473
C 0.497 -3.805 -1.317
C 1.697 0.779 5.376
C 1.258 -0.056 4.352
C -0.792 3.992 -0.022
C 0.887 -1.722 2.568
C -1.807 -4.136 -0.524
C -1.654 -5.507 -0.681
C 1.052 0.474 3.061
C -1.395 2.883 0.823
C -0.176 1.885 -3.438
C 0.639 -5.176 -1.434
C 2.860 1.916 -0.740
C 1.219 1.845 2.814
C -0.432 -6.037 -1.143
C -0.718 -3.204 -0.781
C -2.857 3.143 1.155
C 1.836 2.152 5.123
C -0.562 -0.996 -3.805
C -2.792 0.702 -3.056
C 1.604 2.691 3.855
H 0.965 -3.714 2.252
H -0.557 4.826 0.654
H 0.138 3.720 -0.527
H -3.119 4.204 1.089
H -0.520 2.057 -4.465
H -2.997 0.864 -4.126
H 1.311 -3.144 -1.624
H 1.589 -5.602 -1.770
H 0.912 1.748 -3.443
H 0.487 -1.275 -3.648
H 3.942 2.059 -0.862
H 1.053 2.208 1.797
H -0.317 -7.116 -1.274
H -3.531 2.580 0.504
H 2.660 -0.313 -2.410
H -2.495 -6.173 -0.444
H -0.718 -0.758 -4.865
H -0.835 2.916 1.771
H 1.172 -2.746 0.810
H -2.761 -3.722 -0.175
H 2.140 2.816 5.926
H 2.602 2.229 0.277
H -3.060 2.820 2.181
H 1.724 3.758 3.657
H -1.490 4.377 -0.774
H -1.187 -1.857 -3.538
H 1.945 0.351 6.344
H -3.132 1.582 -2.492
H -0.419 2.772 -2.836
H 2.359 2.581 -1.453
H 3.205 -0.757 -0.107
H -3.363 -0.173 -2.714
*
```

Results of the Löwdin charge analysis, in e, for atoms 1 through 8:
1 Sn 0.932
2 S 1.077
3 P 0.730
4 Si 0.471
5 O -0.395
6 N 0.154
7 N -0.013
8 N -0.201

=====

A structure of composition C20H33As2FN5O4Sn. Source: the OMol25 dataset; level of theory: ωB97M-V/def2-TZVPD.

Output
- gap between HOMO and LUMO (eV) = 8.978
- energy relative to the best compared isomer or geometry (same formula, charge and spin) (kcal/mol) = 11.5
- LUMO (eV) = -2.119

```
! wB97M-V def2-TZVPD RIJCOSX def2/J DEFGRID3
* xyz 1 1
Sn 0.335 0.306 -0.861
As -1.820 -1.992 -0.053
As 1.365 -2.906 0.519
F -2.726 6.569 -4.358
O -1.429 1.447 -0.315
O 0.054 6.601 -4.710
O -2.770 3.225 -0.353
O 0.388 2.557 -2.658
N 0.178 0.174 1.492
N 3.178 0.107 -0.353
N 1.450 2.339 0.115
N 0.171 4.546 -3.740
N -1.699 3.372 -3.069
C -0.339 3.434 -3.132
C -3.735 -1.716 0.184
C -2.334 -3.233 2.552
C -1.889 -3.494 -1.301
C 2.821 -2.408 1.735
C -0.033 -3.322 1.835
C 1.069 2.465 1.532
C -0.701 -4.316 3.938
C -1.360 -2.942 1.598
C 2.877 2.527 -0.191
C 1.059 1.108 2.221
C -2.189 2.319 -0.909
C -2.488 4.450 -3.440
C -2.294 2.200 -2.437
C -2.009 -3.913 3.716
C -0.525 5.676 -4.211
C -1.963 5.547 -3.989
C 0.276 -4.020 3.001
C 3.730 1.338 0.215
C 1.956 -4.726 0.127
H -0.790 0.486 1.555
H 2.055 0.669 2.241
H -2.778 -4.134 4.443
H 2.917 -3.102 2.567
H 3.264 3.426 0.300
H 4.760 1.541 -0.091
H -0.441 -4.858 4.838
H 0.735 1.235 3.256
H 2.834 -4.684 -0.516
H -0.880 -3.830 -1.533
H 3.345 0.072 -1.354
H 2.202 -5.262 1.043
H 0.224 -0.763 1.887
H 0.065 2.887 1.565
H -4.257 -2.660 0.331
H 1.176 4.580 -3.841
H 1.292 -4.344 3.187
H -3.549 4.355 -3.264
H 3.756 -2.415 1.173
H 3.745 1.235 1.301
H 1.741 3.145 2.061
H -4.112 -1.237 -0.719
H -3.926 -1.049 1.024
H 3.625 -0.712 0.042
H 1.164 -5.259 -0.397
H -3.341 2.163 -2.725
H 0.932 3.028 -0.421
H -3.362 -2.939 2.391
H 2.952 2.679 -1.269
H 2.655 -1.405 2.127
H -2.364 -3.162 -2.224
H -2.460 -4.315 -0.872
H -1.784 1.313 -2.807
*
```

Results of the Löwdin charge analysis, in e, for atoms 1 through 8:
1 Sn 1.160
2 As 1.064
3 As 1.092
4 F 0.119
5 O -0.306
6 O 0.139
7 O 0.091
8 O -0.049

=====

A cluster of 2 separate species, C20H33BFNO5P in total. Source: the OMol25 dataset; level of theory: ωB97M-V/def2-TZVPD.

Output
- gap between HOMO and LUMO (eV) = 7.561
- energy relative to the best compared isomer or geometry (same formula, charge and spin) (kcal/mol) = 0.0
- LUMO (eV) = 2.690

```
! wB97M-V def2-TZVPD RIJCOSX def2/J DEFGRID3
* xyz -1 1
P -3.062 -1.799 0.875
F -0.775 -1.462 5.153
O -1.736 0.559 3.497
O 0.826 1.363 -0.459
O 0.589 4.205 1.885
O -1.868 0.611 1.189
O 2.561 4.399 -2.379
N 1.243 0.234 -2.418
C 2.567 -0.279 -2.431
C 1.272 4.557 -2.963
C -0.219 -0.790 -0.663
C -0.240 -1.089 0.842
C -1.427 2.937 2.337
C -1.612 -0.735 1.476
C -0.581 -3.054 3.422
C 3.579 0.429 -3.075
C 5.187 -1.270 -2.484
C 0.255 5.086 -1.971
C 0.666 0.350 -1.082
C -1.656 -0.772 3.080
C 4.875 -0.066 -3.103
C -0.093 3.522 2.619
C -3.396 -4.364 -0.149
C -0.558 -1.568 3.760
C 4.178 -1.979 -1.846
C 2.877 -1.498 -1.822
C -3.690 -0.927 -0.625
C -2.316 -3.291 0.050
B -1.214 1.323 2.327
H -1.809 3.330 1.392
H 5.649 0.503 -3.604
H -4.093 -4.063 -0.934
H -0.726 5.203 -2.435
H 0.021 -2.137 0.990
H -2.954 -5.323 -0.426
H 0.023 1.107 2.310
H 6.201 -1.650 -2.488
H 2.466 3.799 -1.629
H 3.355 1.384 -3.541
H -4.664 -1.363 -0.860
H -3.808 0.131 -0.394
H -1.594 -3.394 3.195
H 0.429 -1.134 3.583
H -1.497 -3.682 0.654
H -1.914 -2.988 -0.920
H 2.106 -2.072 -1.324
H 0.034 -1.668 -1.259
H -2.089 3.232 3.161
H 0.164 4.397 -1.128
H 0.523 -0.490 1.336
H 0.084 -3.277 2.590
H 0.573 6.049 -1.571
H -3.056 -1.054 -1.505
H -2.600 -1.260 3.366
H -1.206 -0.472 -1.000
H 4.396 -2.920 -1.353
H 0.934 3.594 -3.367
H 0.325 3.246 3.610
H -0.225 -3.603 4.295
H -3.971 -4.488 0.772
H 1.287 1.192 -2.755
H 1.404 5.240 -3.803
*
```

Results of the Löwdin charge analysis, in e, for atoms 1 through 8:
1 P 1.036
2 F -0.039
3 O 0.005
4 O 0.147
5 O -0.004
6 O -0.038
7 O -0.092
8 N 0.101